[1]
This record from OMol25 describes an isolated ion of composition C5H10NO and charge +1 in a non-equilibrium geometry. The level of theory is ωB97M-V/def2-TZVPD.

```
! RIJCOSX wB97M-V def2-TZVPD def2/J DEFGRID3
* xyz 1 1
C 1.35 1.04 -0.06
C 2.11 -0.04 -0.28
C -0.02 1.12 0.64
C -0.89 -0.06 0.40
C -1.13 -0.15 -1.05
N -1.27 -0.99 1.24
O 1.53 -1.29 -0.01
H 1.80 2.11 -0.26
H 3.01 -0.17 -0.84
H 0.08 1.23 1.67
H -0.62 1.91 0.15
H -2.24 -0.10 -1.43
H -0.82 -1.19 -1.36
H -0.42 0.66 -1.53
H -1.99 -1.68 1.11
H -0.96 -1.11 2.17
H 2.24 -1.93 0.01
*
```

The max |F| comes out at 2.973 eV Å⁻¹. For the HOMO energy, the calculation gives -13.301 eV. The value obtained for the total energy is -8876.535 eV. The calculation puts the relative energy (zero: lowest compared OMol25 entry of this formula, charge and spin) at 47.16 kcal/mol. Its SMILES is CC(=[NH2+])C/C=C\O.

natural (NBO) population analysis, charges in e, atoms 1 to 6: C -0.30; C 0.15; C -0.51; C 0.56; C -0.74; N -0.64

***

[2]
This record from OMol25 describes C22H21FeN6O4S as an isolated structure in a non-equilibrium geometry. The level of theory is ωB97M-V/def2-TZVPD.

```
! RIJCOSX wB97M-V def2-TZVPD def2/J DEFGRID3
* xyz 0 6
Fe -0.09 0.17 -0.26
C 0.79 3.16 -2.01
C 0.04 1.87 -1.97
O 0.76 0.74 -1.86
C -1.32 1.81 -1.95
C -2.04 0.52 -2.10
C -2.66 0.16 -3.41
N -1.93 -0.24 -1.07
N -2.32 -1.57 -1.11
C -1.38 -2.25 -0.54
O -0.23 -1.71 -0.17
C -1.54 -3.70 -0.30
C -2.79 -4.30 -0.46
C -2.95 -5.65 -0.20
C -1.87 -6.41 0.23
C -0.63 -5.82 0.38
C -0.46 -4.47 0.11
H 1.63 3.15 -1.31
H 0.13 4.00 -1.79
H 1.21 3.30 -3.01
H -1.90 2.73 -1.89
H -2.81 1.04 -4.02
H -3.60 -0.38 -3.26
H -1.98 -0.52 -3.92
H -3.62 -3.69 -0.78
H -3.93 -6.10 -0.31
H -2.01 -7.46 0.45
H 0.22 -6.42 0.70
H 0.51 -4.00 0.24
N -4.79 4.94 -2.08
C -4.28 4.12 -1.08
C -3.35 4.62 -0.17
C -2.79 3.79 0.79
C -3.15 2.45 0.84
C -4.09 1.95 -0.05
C -4.66 2.78 -1.00
S -2.39 1.37 2.01
O -2.26 2.09 3.24
O -3.10 0.13 1.94
N -0.88 1.02 1.47
C 0.20 1.83 1.62
N 0.20 3.10 2.00
C 1.38 3.70 2.02
C 2.57 3.09 1.60
C 2.44 1.81 1.10
N 1.29 1.16 1.14
H -4.76 5.93 -1.90
H -5.67 4.65 -2.48
H -3.07 5.67 -0.20
H -2.08 4.18 1.51
H -4.39 0.91 0.02
H -5.40 2.39 -1.69
H 1.39 4.73 2.35
H 3.51 3.61 1.62
H 3.28 1.28 0.66
*
```

The max |F| comes out at 1.162 eV Å⁻¹. For the HOMO energy (spin up / spin down), the calculation gives -8.421 / -8.427 eV. The value obtained for the total energy is -85507.727 eV.

natural (NBO) population analysis, charges in e, atoms 1 to 6: Fe 1.84; C -0.67; C 0.34; O -0.78; C -0.41; C 0.36

***

[3]
This record from OMol25 describes C34H50BFN11S3Ti as an isolated structure in a non-equilibrium geometry. The level of theory is ωB97M-V/def2-TZVPD.

```
! RIJCOSX wB97M-V def2-TZVPD def2/J DEFGRID3
* xyz -1 1
Ti 0.61 -0.27 -0.45
C -5.17 2.12 -0.53
C -4.42 2.80 0.62
C -5.28 3.94 1.17
C -4.14 1.80 1.74
N -3.15 3.31 0.12
C -2.75 4.63 0.17
C -1.50 4.70 -0.31
N -1.10 3.45 -0.67
B 0.25 3.18 -1.35
N -0.10 2.78 -2.81
C -0.68 3.71 -3.63
C -1.07 3.10 -4.77
N -0.73 1.77 -4.68
C -0.13 1.59 -3.46
S 0.58 0.15 -2.95
C -1.06 0.72 -5.65
C 0.23 0.07 -6.15
C -1.81 1.32 -6.84
C -1.98 -0.29 -4.98
N 1.14 2.13 -0.63
C 2.43 2.04 -1.16
C 3.31 1.86 -0.17
N 2.63 1.86 1.04
C 1.29 2.04 0.76
S 0.12 2.53 1.87
C 3.37 1.62 2.28
C 3.91 0.18 2.27
C 2.52 1.81 3.53
C 4.53 2.63 2.35
C -2.10 2.59 -0.40
S -2.07 0.94 -0.72
H -6.11 1.71 -0.18
H -4.57 1.32 -0.94
H -5.38 2.84 -1.32
H -6.22 3.52 1.53
H -5.51 4.68 0.41
H -4.79 4.42 2.01
H -5.07 1.51 2.24
H -3.47 2.25 2.47
H -3.68 0.91 1.32
H -3.38 5.42 0.54
H -0.85 5.55 -0.42
H 0.85 4.22 -1.39
H -0.78 4.73 -3.33
H -1.54 3.52 -5.64
H 0.87 0.82 -6.62
H -0.01 -0.70 -6.88
H 0.76 -0.39 -5.33
H -1.20 2.05 -7.38
H -2.74 1.79 -6.54
H -2.04 0.52 -7.53
H -1.51 -0.71 -4.09
H -2.20 -1.10 -5.67
H -2.91 0.18 -4.68
H 2.60 2.14 -2.21
H 4.36 1.70 -0.22
H 3.08 -0.52 2.17
H 4.44 -0.02 3.20
H 4.58 0.02 1.44
H 1.69 1.11 3.54
H 2.11 2.82 3.58
H 3.13 1.63 4.41
H 5.28 2.45 1.59
H 5.01 2.57 3.32
H 4.14 3.64 2.22
C -2.14 -0.55 6.84
C -1.70 -1.12 5.49
C -1.03 -2.48 5.69
C -0.73 -0.14 4.82
N -0.36 -0.52 3.49
C -0.87 -0.10 2.30
N -0.06 -0.51 1.34
N 0.95 -1.16 1.93
N 0.81 -1.17 3.22
H -2.80 -1.25 7.35
H -2.67 0.39 6.70
H -1.28 -0.37 7.47
H -2.57 -1.25 4.85
H -0.19 -2.39 6.38
H -0.65 -2.87 4.75
H -1.74 -3.20 6.11
H 0.20 -0.09 5.41
H -1.17 0.87 4.78
H -1.81 0.39 2.18
C 0.06 -2.38 -0.71
C 0.01 -2.77 -2.08
C 1.19 -2.80 -2.88
C 1.14 -3.08 -4.21
C -0.09 -3.40 -4.84
C -1.25 -3.44 -4.05
C -1.20 -3.13 -2.72
C -0.15 -3.63 -6.21
N -0.22 -3.79 -7.35
H 0.95 -2.75 -0.18
H -0.86 -2.62 -0.17
H 2.13 -2.53 -2.41
H 2.03 -3.04 -4.82
H -2.19 -3.70 -4.52
H -2.11 -3.15 -2.13
F 2.36 -0.66 -0.53
*
```

The max |F| comes out at 3.012 eV Å⁻¹. For the HOMO energy (spin up / spin down), the calculation gives -2.235 / -2.050 eV. The value obtained for the total energy is -111481.166 eV. The calculation puts the relative energy (zero: lowest compared OMol25 entry of this formula, charge and spin) at 16.13 kcal/mol.

Mulliken population analysis, charges in e, atoms 1 to 6: Ti -0.18; C -1.61; C 1.46; C -2.28; C -1.59; N 0.41

***

Q: Which value of max |F| does entry 3 give?
A: 3.012 eV Å⁻¹